C28H46BrN3P2Pd | ωB97M-V/def2-TZVPD

Structure (XYZ):
```
81
Properties=species:S:1:pos:R:3:forces:R:3
N -6.852 5.013 -6.155 0.0 -0.2 0.1
C -6.739 5.492 -4.910 0.5 -0.4 -0.1
C -5.778 5.028 -4.002 0.3 -0.4 -0.6
C -4.941 3.950 -4.375 -0.9 0.2 -0.8
C -5.138 3.396 -5.657 -0.2 0.7 -0.3
C -6.069 3.995 -6.528 0.3 -0.2 0.8
C -3.884 3.459 -3.495 0.6 -0.6 0.4
Pd 0.386 -0.199 -1.002 -0.4 0.1 0.8
P 4.416 -0.756 -0.842 -0.8 0.4 -0.9
C -3.197 2.302 -3.678 -1.0 0.8 -0.5
C -2.027 1.952 -2.881 0.5 0.8 0.2
C -0.821 1.560 -3.468 0.2 -0.8 -0.2
C 0.381 1.502 -2.754 -0.3 0.5 1.2
C 0.408 1.946 -1.358 -1.4 0.4 -1.0
C -0.899 2.112 -0.725 0.6 0.8 -1.0
C -2.031 2.225 -1.505 0.0 -0.3 0.1
Br 1.599 3.419 -0.982 0.4 -0.7 0.4
H -3.627 4.141 -2.672 0.0 -0.3 -0.3
H -3.523 1.663 -4.509 0.5 0.1 0.3
H -5.653 5.535 -3.052 0.0 -0.1 0.0
H -4.508 2.582 -6.028 -0.3 0.3 0.1
H -7.420 6.298 -4.635 0.2 -0.2 -0.1
H -6.178 3.627 -7.555 0.0 0.2 0.4
H -0.784 1.402 -4.545 -0.1 -0.2 0.2
H -2.936 2.664 -1.097 0.0 -0.5 0.3
H 1.309 1.220 -3.255 -0.2 0.7 0.0
H -1.020 2.334 0.329 0.5 0.3 -0.1
P -0.453 -2.274 -1.212 0.9 1.2 -1.1
C 4.183 1.027 -0.815 0.3 0.5 0.7
C 5.508 1.772 -1.091 0.2 0.0 -0.1
H 3.780 1.303 0.175 0.1 -0.1 -0.3
H 3.424 1.286 -1.566 0.1 -0.2 0.2
H 5.420 2.830 -0.794 0.0 -0.5 -0.2
H 6.325 1.303 -0.519 -0.2 0.4 -0.2
H 5.758 1.722 -2.161 0.0 0.1 0.4
C 4.043 -1.321 -2.532 0.2 0.0 -0.1
C 5.161 -2.171 -3.146 0.2 -0.2 -0.2
H 3.892 -0.401 -3.125 0.0 -0.3 0.3
H 3.099 -1.881 -2.503 0.4 0.3 0.1
H 4.969 -2.297 -4.216 0.1 0.0 0.2
H 6.136 -1.683 -3.029 -0.2 -0.1 -0.1
H 5.224 -3.167 -2.693 0.0 0.2 -0.1
C 3.517 -1.599 0.456 -0.2 -0.6 0.3
C 4.477 -1.984 1.603 0.0 0.0 0.2
H 3.020 -2.486 0.018 0.3 0.3 0.1
H 2.723 -0.917 0.798 0.1 -0.1 -0.1
H 3.985 -2.706 2.268 0.2 0.2 -0.2
H 5.406 -2.431 1.212 -0.4 0.1 0.2
H 4.746 -1.093 2.187 0.0 -0.3 -0.1
C -0.194 -3.444 0.129 -0.1 0.0 0.5
C -1.328 -4.451 0.275 0.1 -0.4 0.3
H -0.100 -2.862 1.059 0.0 -0.3 -0.4
H 0.789 -3.916 -0.051 -0.4 0.1 0.0
H -2.185 -3.993 0.788 0.2 -0.2 -0.2
H -1.665 -4.855 -0.689 0.1 0.0 0.3
H -0.957 -5.272 0.898 -0.4 0.0 -0.2
C 0.550 -2.842 -2.639 -0.3 -0.6 0.5
C -0.088 -2.604 -3.994 0.1 -0.1 -0.4
H 0.746 -3.897 -2.410 0.2 0.0 -0.6
H 1.495 -2.285 -2.568 -0.5 -0.4 0.0
H -1.047 -3.125 -4.100 0.3 0.1 -0.1
H -0.250 -1.534 -4.189 0.0 -0.2 0.1
H 0.600 -2.978 -4.756 -0.2 0.1 -0.1
C -2.155 -2.065 -1.835 0.0 -0.6 -0.2
C -3.278 -1.604 -0.902 -0.2 0.0 0.0
H -2.379 -3.044 -2.285 -0.4 0.3 -0.1
H -2.053 -1.330 -2.653 0.2 -0.4 0.3
H -4.003 -1.062 -1.527 0.1 -0.2 0.4
H -3.789 -2.470 -0.454 0.2 0.4 0.0
H -2.929 -0.919 -0.117 -0.1 -0.2 -0.2
C -2.343 0.502 3.734 -0.5 0.2 -0.2
N -1.223 -0.349 3.304 -0.7 0.2 -0.3
C -0.218 -0.726 4.302 0.3 -0.5 0.0
C -0.962 -0.476 2.026 1.8 0.3 -0.7
N -0.483 -0.563 0.956 -1.1 0.6 2.1
H -2.332 0.523 4.828 -0.2 0.0 -0.4
H -3.306 0.098 3.381 0.4 0.1 0.2
H -2.225 1.528 3.347 0.0 -0.3 0.2
H -0.256 -1.805 4.501 0.0 0.3 0.1
H 0.782 -0.472 3.938 -0.1 0.1 0.2
H -0.445 -0.170 5.218 0.2 -0.2 -0.3
```
Forces are in eV/Å.

Properties
LUMO level (alpha / beta) (eV): -5.71 / -8.35
<S²>: 2.02
HOMO (alpha / beta) (eV): -12.51 / -12.66
Total charge: +2
Orbital gap (alpha / beta) (eV): 6.794 / 4.313
Spin multiplicity: 3

C38H57N3O12 | ωB97M-V/def2-TZVPD

Structure (XYZ):
```
110
Properties=species:S:1:pos:R:3:forces:R:3
O -1.575 -2.804 -3.042 0.4 0.4 0.1
C -1.413 -1.830 -3.730 0.2 -0.4 -0.1
O -2.467 -1.150 -4.216 -0.4 0.0 -0.4
C -2.099 -0.327 -5.338 0.0 0.8 0.6
C -0.577 -0.176 -5.260 0.5 0.1 -0.8
C -0.121 -1.205 -4.233 -0.3 0.0 -0.2
H -2.593 0.635 -5.205 -0.1 -0.1 0.1
H -2.495 -0.747 -6.260 0.2 -0.4 0.0
H -0.240 0.831 -5.017 -0.4 0.0 0.3
H -0.098 -0.359 -6.225 -0.2 -0.2 0.0
H 0.403 -0.717 -3.415 0.1 -0.3 0.2
H 0.501 -1.964 -4.706 0.1 -0.2 0.4
O 1.086 4.401 0.346 -1.0 -0.4 0.0
C 1.763 5.182 0.946 1.1 0.0 -0.5
O 3.107 5.095 0.837 0.1 -0.1 0.7
C 3.742 6.226 1.498 -0.3 0.1 -1.1
C 2.676 6.740 2.449 0.6 1.2 -0.2
C 1.387 6.411 1.732 -0.1 -1.0 0.5
H 3.942 6.889 0.648 0.1 0.4 0.4
H 4.699 5.952 1.932 -0.2 -0.4 0.1
H 2.754 7.818 2.605 0.2 -0.1 0.1
H 2.781 6.255 3.418 -0.3 -0.1 0.0
H 1.063 7.111 0.959 0.1 0.4 0.4
H 0.605 6.210 2.460 -0.4 0.0 -0.4
O 2.996 -4.952 4.216 0.0 -0.4 -0.1
C 2.679 -3.811 4.073 0.5 0.1 0.1
O 1.403 -3.410 4.140 -0.9 -0.1 0.2
C 1.283 -1.999 3.957 0.2 0.7 -0.1
C 2.686 -1.444 4.248 -0.7 0.1 -0.9
C 3.573 -2.610 3.838 0.3 0.1 0.9
H 0.570 -1.548 4.646 -0.2 -0.5 0.1
H 0.925 -1.814 2.942 0.1 0.0 -0.1
H 2.727 -1.207 5.307 0.3 -0.1 0.0
H 2.846 -0.525 3.686 0.1 0.0 0.1
H 4.431 -2.665 4.507 0.1 -0.3 -0.2
H 3.939 -2.629 2.811 -0.2 0.2 -0.1
O -6.018 -4.266 -1.843 0.0 0.1 -0.4
C -5.291 -3.781 -1.028 -0.1 0.1 -0.3
O -5.454 -4.060 0.271 -0.3 -0.1 0.8
C -4.458 -3.451 1.092 0.8 -0.2 -0.1
C -3.747 -2.442 0.198 0.0 0.9 -0.1
C -4.076 -2.889 -1.226 -0.4 -0.6 0.8
H -3.757 -4.226 1.413 -0.1 -0.1 0.0
H -4.915 -3.011 1.975 -0.2 0.0 -0.1
H -2.681 -2.343 0.401 0.0 -0.3 0.0
H -4.156 -1.439 0.357 -0.1 -0.1 0.0
H -3.332 -3.578 -1.622 0.2 0.4 -0.3
H -4.309 -2.064 -1.889 0.2 -0.2 -0.3
O -2.221 3.459 1.028 -0.2 -0.2 0.0
C -2.148 4.412 0.303 0.5 0.2 -0.1
O -2.262 5.661 0.791 -0.3 0.2 0.4
C -1.970 6.656 -0.202 1.1 0.2 0.4
C -2.127 5.929 -1.516 -1.2 -0.8 -0.5
C -1.837 4.463 -1.176 0.5 0.7 0.5
H -0.948 7.005 -0.001 0.0 -0.2 -0.3
H -2.584 7.538 -0.032 -0.4 -0.3 -0.2
H -1.543 6.256 -2.370 -0.1 0.4 0.1
H -3.199 5.926 -1.742 0.1 0.5 -0.4
H -0.761 4.295 -1.281 -0.1 -0.4 0.0
H -2.417 3.729 -1.725 0.1 0.0 -0.1
N 2.098 2.776 -2.053 -0.2 -0.1 -0.9
C 2.893 3.432 -2.952 -0.1 0.6 0.0
C 3.050 2.653 -4.067 0.1 0.0 -0.1
C 2.324 1.455 -3.844 -0.6 0.2 0.3
C 1.705 1.595 -2.626 0.2 -0.4 0.7
H 1.713 3.191 -1.217 0.1 -0.1 0.1
H 3.183 4.454 -2.766 0.2 -0.1 0.0
H 3.588 2.922 -4.961 0.1 0.0 0.1
H 2.158 0.619 -4.502 0.3 0.0 -0.1
H 1.108 0.898 -2.056 -0.1 0.0 -0.1
N -0.674 -6.909 1.750 -0.1 -0.1 -0.7
C -0.312 -5.627 2.049 0.5 0.1 0.5
C -0.671 -4.803 1.009 0.1 -0.6 0.7
C -1.295 -5.643 0.064 0.2 0.0 -1.4
C -1.232 -6.943 0.496 -0.4 0.6 0.5
H -0.657 -7.704 2.359 0.3 0.1 0.2
H 0.306 -5.424 2.911 -0.3 0.1 0.1
H -0.465 -3.748 0.948 -0.1 0.0 -0.1
H -1.590 -5.335 -0.932 -0.2 -0.1 0.1
H -1.588 -7.852 0.042 0.0 0.0 0.1
N -0.565 1.189 0.167 0.4 0.0 0.2
C -0.971 0.033 -0.426 -0.4 0.2 -0.6
C 0.034 -0.897 -0.344 -0.4 0.1 0.5
C 1.048 -0.299 0.445 0.7 0.4 -0.1
C 0.688 1.014 0.691 -0.3 -0.9 0.0
H -1.130 2.006 0.357 -0.2 0.0 -0.1
H -1.935 -0.027 -0.908 0.0 0.0 0.0
H -0.015 -1.889 -0.761 0.1 -0.1 0.1
H 1.968 -0.767 0.764 0.1 0.1 -0.1
H 1.185 1.810 1.214 0.1 0.0 0.0
C 1.237 -4.517 -2.516 0.5 -0.2 0.7
C 0.862 -5.115 -3.844 -1.1 0.6 -0.5
O 1.254 -4.660 -4.895 0.3 0.2 0.1
C -0.061 -6.307 -3.846 0.5 -0.6 1.0
H 0.473 -4.439 -1.742 -0.5 -0.4 -0.4
H 1.679 -3.524 -2.565 0.2 -0.1 -0.5
H 1.958 -5.230 -2.096 0.2 0.2 0.1
H 0.519 -7.165 -3.478 0.0 0.0 -0.1
H -0.447 -6.568 -4.824 0.0 0.3 -0.1
H -0.837 -6.207 -3.084 -0.2 0.2 -0.3
C 0.415 1.657 3.988 -0.1 1.6 0.3
C 1.015 1.942 5.343 0.2 -1.1 -0.1
O 1.690 1.096 5.891 0.0 0.4 0.3
C 0.753 3.306 5.938 0.0 -0.4 0.0
H 0.536 0.655 3.602 0.0 -0.1 0.2
H 0.909 2.374 3.321 0.0 -0.2 -0.2
H -0.620 2.013 4.013 -0.1 -0.4 -0.2
H -0.317 3.421 6.115 0.0 0.1 -0.2
H 1.086 4.045 5.208 -0.1 0.2 0.2
H 1.264 3.406 6.891 0.2 0.1 -0.1
```
Forces are in eV/Å.

Properties
Structure (SMILES): c1cc[nH]c1.c1cc[nH]c1.c1cc[nH]c1.O=C1CCCO1.O=C1CCCO1.O=C1CCCO1.O=C1CCCO1.O=C1CCCO1.CC(C)=O.CC(C)=O
LUMO level (eV): -0.12
HOMO (eV): -8.03
Orbital gap (eV): 7.914
Spin multiplicity: 1

C3H4BrNS | ωB97M-V/def2-TZVPD

Structure (XYZ):
```
10
Properties=species:S:1:pos:R:3:forces:R:3
C -0.916 -0.870 0.199 0.7 -0.2 1.4
C -0.915 0.273 -0.735 -1.2 2.1 1.4
C 1.288 0.478 0.747 -2.0 -1.1 1.7
N -0.024 -1.063 1.087 0.8 1.4 -1.4
S 0.077 1.551 0.106 -0.2 0.5 -0.7
Br 2.729 -0.231 -0.351 -0.7 0.2 0.4
H -1.717 -1.561 -0.069 0.1 -0.5 0.8
H -0.341 -0.116 -1.466 2.1 -1.0 -3.1
H -1.862 0.604 -1.246 0.8 -0.1 1.1
H 1.681 0.935 1.727 -0.5 -1.3 -1.6
```
Forces are in eV/Å.

Properties
LUMO level (eV): 0.31
HOMO (eV): -9.15
Orbital gap (eV): 9.458
Spin multiplicity: 1

What max |F| values result from the calculations? In sequence: 2.4; 1.6; 3.9 eV/Å.
What electronic energy values result from the calculations? In sequence: -4642.7010; -2549.3491; -3143.5647 Ha.
What M values result from the calculations? In sequence: 672.97; 747.88; 166.04 g/mol.